(1)
ORCA calculation (the ωB97M-V functional and the def2-TZVPD basis) on C63H55F9N6NaO5P3S2 as an isolated structure.

The value obtained for the calculated total energy is -6020.27445 Eh. The calculation puts the HOMO-LUMO gap at 5.033 eV. For the HOMO energy, the calculation gives -1.9 eV. The value obtained for the molecular weight is 1327.20 g/mol. As for the total charge: -2.

Positions of all 144 atoms, in Å:
Na: 0.395 -0.593 0.253
C: 3.738 -4.612 0.747
N: 2.575 -4.039 0.077
C: 2.763 -3.734 -1.340
C: 1.734 -3.238 0.773
O: 0.838 -2.602 0.234
C: 1.782 -3.316 2.296
O: 0.880 -2.407 2.875
C: -0.477 -2.765 2.760
C: -1.293 -1.558 3.204
O: -0.859 -0.434 3.033
N: -2.512 -1.809 3.760
C: -3.305 -0.695 4.237
C: -3.168 -3.098 3.624
H: 4.296 -5.192 0.015
H: 3.438 -5.284 1.552
H: 4.387 -3.824 1.143
H: 2.896 -4.661 -1.902
H: 3.637 -3.089 -1.462
H: 1.893 -3.200 -1.711
H: 2.778 -3.044 2.647
H: 1.559 -4.348 2.606
H: -0.694 -3.659 3.359
H: -0.749 -2.964 1.719
H: -2.666 0.178 4.326
H: -3.729 -0.939 5.214
H: -4.121 -0.461 3.545
H: -3.054 -3.493 2.616
H: -4.234 -2.962 3.795
H: -2.800 -3.836 4.344
N: -1.797 1.738 -1.650
N: -2.940 1.034 -1.161
C: -2.775 -0.109 -0.372
O: -3.777 -0.510 0.245
O: -1.624 -0.663 -0.394
H: -1.938 1.842 -2.650
H: -1.008 1.100 -1.549
H: -3.626 1.660 -0.768
S: 3.708 -1.039 0.938
C: 4.513 -0.090 -0.280
C: 5.916 0.014 -0.239
C: 6.659 0.747 -1.152
C: 8.095 0.801 -1.026
N: 9.240 0.837 -0.904
C: 5.989 1.428 -2.180
C: 4.603 1.349 -2.240
C: 3.827 0.620 -1.324
S: 2.093 0.625 -1.517
C: 6.708 2.196 -3.165
N: 7.271 2.810 -3.960
H: 6.434 -0.509 0.554
H: 4.085 1.870 -3.035
F: -0.095 -8.420 -5.566
C: -0.551 -7.311 -6.175
F: 0.303 -7.045 -7.188
F: -1.725 -7.639 -6.758
C: -0.696 -6.154 -5.239
C: -0.241 -6.221 -3.931
C: -0.393 -5.125 -3.095
C: -1.006 -3.948 -3.531
C: -1.442 -3.902 -4.855
C: -1.293 -4.992 -5.702
P: -1.134 -2.531 -2.274
C: -1.633 -1.203 -3.440
C: -0.502 -0.603 -4.009
C: -0.615 0.446 -4.903
C: -1.876 0.930 -5.228
C: -3.006 0.379 -4.644
C: -2.883 -0.680 -3.753
C: -1.996 2.114 -6.137
F: -1.778 3.275 -5.488
F: -3.220 2.210 -6.695
F: -1.106 2.070 -7.146
C: -2.577 -3.334 -1.437
C: -2.200 -4.121 -0.345
C: -3.134 -4.810 0.407
C: -4.483 -4.702 0.093
C: -4.877 -3.939 -0.992
C: -3.928 -3.273 -1.755
C: -5.500 -5.372 0.960
F: -6.656 -5.614 0.312
F: -5.820 -4.629 2.041
F: -5.062 -6.557 1.437
H: 0.236 -7.123 -3.570
H: -0.019 -5.183 -2.078
H: -1.907 -3.002 -5.239
H: -1.648 -4.938 -6.725
H: 0.489 -0.936 -3.712
H: 0.275 0.905 -5.314
H: -3.984 0.781 -4.872
H: -3.778 -1.052 -3.283
H: -1.148 -4.177 -0.081
H: -2.819 -5.423 1.243
H: -5.925 -3.863 -1.249
H: -4.273 -2.718 -2.612
C: 0.587 3.666 -0.036
P: -0.181 2.318 0.962
C: 0.768 2.364 2.536
C: 0.269 2.684 3.794
C: 1.080 2.594 4.918
C: 2.392 2.155 4.798
C: 2.888 1.791 3.552
C: 2.081 1.895 2.430
C: -1.849 2.947 1.389
C: -2.669 2.126 2.167
C: -4.000 2.449 2.386
C: -4.545 3.591 1.814
C: -3.746 4.408 1.025
C: -2.411 4.088 0.815
P: 1.347 5.302 0.339
C: 0.496 6.204 1.691
C: 0.862 7.550 1.799
C: 0.334 8.360 2.793
C: -0.599 7.843 3.686
C: -0.985 6.515 3.578
C: -0.435 5.701 2.593
C: 2.886 4.781 1.208
C: 3.799 4.012 0.477
C: 5.000 3.608 1.035
C: 5.330 3.995 2.329
C: 4.444 4.775 3.055
C: 3.229 5.163 2.501
H: -0.101 3.818 -0.871
H: 1.438 3.149 -0.500
H: -0.768 2.984 3.906
H: 0.677 2.848 5.893
H: 3.019 2.068 5.679
H: 3.892 1.401 3.447
H: 2.462 1.560 1.468
H: -2.255 1.209 2.575
H: -4.626 1.787 2.972
H: -5.591 3.831 1.964
H: -4.160 5.298 0.566
H: -1.807 4.740 0.197
H: 1.581 7.958 1.096
H: 0.645 9.395 2.869
H: -1.022 8.474 4.459
H: -1.712 6.099 4.266
H: -0.731 4.664 2.536
H: 3.562 3.702 -0.536
H: 5.675 2.990 0.460
H: 6.269 3.679 2.768
H: 4.685 5.072 4.069
H: 2.538 5.744 3.101


(2)
ORCA calculation (the ωB97M-V functional and the def2-TZVPD basis) on C63H77Cl2CoGe2N4O5P2S4 as an isolated structure at a distorted geometry.

The value obtained for the calculated total energy is -11775.07574 Eh. The expectation value of S² is 0.76. The calculation puts the HOMO-LUMO gap (alpha / beta) at 6.026 / 6.222 eV. For the HOMO energy (alpha / beta), the calculation gives -4.0 / -4.2 eV. The value obtained for the molecular weight is 1435.61 g/mol. As for the total charge: -1. Its multiplicity is 2.

Positions of all 160 atoms, in Å:
Co: -0.178 0.110 -0.213
C: -4.090 1.111 0.428
N: -3.833 0.693 1.802
C: -4.560 -0.506 2.166
P: -2.255 0.965 2.280
O: -1.269 1.132 1.217
O: -1.896 -0.274 3.300
P: -0.824 -1.486 2.975
O: -0.184 -1.398 1.667
N: -1.657 -2.905 3.168
C: -2.279 -3.246 4.421
C: -2.170 -3.598 2.009
N: 0.134 -1.459 4.361
C: 0.497 -0.217 5.014
C: 1.268 -2.348 4.176
N: -2.283 2.338 3.213
C: -3.256 2.520 4.259
C: -1.042 3.071 3.369
H: -5.101 1.518 0.357
H: -3.988 0.279 -0.276
H: -3.373 1.878 0.149
H: -5.627 -0.271 2.208
H: -4.237 -0.852 3.145
H: -4.410 -1.308 1.434
H: -1.863 -2.615 5.201
H: -2.072 -4.294 4.661
H: -3.365 -3.112 4.391
H: -1.686 -3.195 1.120
H: -3.253 -3.469 1.901
H: -1.956 -4.668 2.088
H: -0.387 0.409 5.114
H: 1.274 0.341 4.480
H: 0.868 -0.457 6.015
H: 0.934 -3.218 3.611
H: 1.639 -2.665 5.156
H: 2.083 -1.872 3.621
H: -4.129 1.917 4.020
H: -3.553 3.572 4.301
H: -2.870 2.230 5.244
H: -0.388 2.816 2.538
H: -0.537 2.830 4.312
H: -1.247 4.144 3.340
C: -7.186 0.417 -7.614
C: -5.961 1.041 -7.008
C: -6.039 1.790 -5.845
C: -4.935 2.456 -5.337
C: -5.049 3.270 -4.084
C: -3.710 2.360 -6.002
C: -3.595 1.538 -7.123
C: -2.273 1.352 -7.807
C: -4.723 0.898 -7.615
C: -2.645 3.335 -5.652
C: -2.709 4.506 -6.408
C: -1.887 5.579 -6.131
C: -1.007 5.493 -5.071
C: -0.921 4.332 -4.308
C: -1.722 3.229 -4.614
Ge: -1.537 1.539 -3.496
S: -0.977 1.976 -1.434
S: -0.154 -0.101 -4.315
Ge: -1.670 -1.400 -3.139
S: -1.737 -1.573 -0.954
S: -3.349 0.137 -3.595
C: -1.856 -3.218 -4.036
C: -0.731 -3.941 -4.427
C: -0.875 -5.228 -4.942
C: -2.122 -5.805 -5.073
C: -3.238 -5.083 -4.701
C: -3.113 -3.796 -4.185
C: -4.374 -3.088 -3.869
C: -5.016 -2.362 -4.871
C: -4.360 -2.156 -6.202
C: -6.257 -1.804 -4.602
C: -6.870 -1.961 -3.372
C: -8.235 -1.394 -3.112
C: -6.212 -2.681 -2.385
C: -4.972 -3.252 -2.619
C: -4.272 -4.035 -1.552
C: 0.654 -3.416 -4.357
C: 1.251 -2.876 -5.498
C: 0.490 -2.697 -6.781
C: 2.586 -2.504 -5.446
C: 3.348 -2.682 -4.301
C: 4.804 -2.317 -4.299
C: 2.743 -3.235 -3.183
C: 1.406 -3.602 -3.194
C: 0.784 -4.219 -1.981
C: -0.024 4.388 -3.129
C: -0.468 5.041 -1.978
C: -1.857 5.602 -1.879
C: 0.366 5.098 -0.873
C: 1.622 4.516 -0.881
C: 2.471 4.514 0.352
C: 2.065 3.909 -2.047
C: 1.265 3.853 -3.177
C: 1.769 3.206 -4.434
H: -8.035 0.490 -6.937
H: -7.017 -0.633 -7.851
H: -7.446 0.927 -8.543
H: -6.987 1.878 -5.332
H: -6.083 3.324 -3.750
H: -4.665 4.279 -4.235
H: -4.455 2.798 -3.299
H: -1.457 1.428 -7.090
H: -2.123 2.111 -8.576
H: -2.231 0.374 -8.284
H: -4.634 0.288 -8.505
H: -3.438 4.571 -7.206
H: -1.956 6.487 -6.716
H: -0.383 6.337 -4.808
H: 0.011 -5.772 -5.243
H: -2.226 -6.805 -5.475
H: -4.228 -5.505 -4.814
H: -3.784 -3.028 -6.504
H: -3.678 -1.309 -6.126
H: -5.094 -1.928 -6.970
H: -6.751 -1.228 -5.368
H: -8.522 -0.710 -3.906
H: -8.256 -0.861 -2.163
H: -8.973 -2.197 -3.064
H: -6.678 -2.802 -1.416
H: -4.902 -4.142 -0.672
H: -3.358 -3.512 -1.268
H: -3.993 -5.023 -1.915
H: -0.494 -3.157 -6.724
H: 1.040 -3.141 -7.613
H: 0.360 -1.635 -6.986
H: 3.047 -2.072 -6.324
H: 4.952 -1.328 -4.729
H: 5.371 -3.031 -4.900
H: 5.207 -2.328 -3.289
H: 3.324 -3.389 -2.284
H: 1.549 -4.550 -1.282
H: 0.154 -5.064 -2.256
H: 0.157 -3.485 -1.473
H: -2.219 5.967 -2.838
H: -1.895 6.414 -1.154
H: -2.530 4.812 -1.543
H: 0.015 5.579 0.030
H: 2.114 5.247 1.072
H: 3.515 4.716 0.118
H: 2.417 3.530 0.814
H: 3.045 3.451 -2.063
H: 2.853 3.104 -4.406
H: 1.487 3.791 -5.311
H: 1.334 2.210 -4.540
Cl: 7.085 0.871 -0.378
C: 5.382 0.817 -0.038
C: 4.940 1.317 1.184
C: 3.591 1.251 1.459
Cl: 3.020 1.815 2.997
C: 2.632 0.696 0.578
O: 1.398 0.685 0.881
C: 3.142 0.198 -0.675
C: 2.238 -0.342 -1.620
O: 1.044 -0.701 -1.406
C: 4.518 0.273 -0.954
H: 5.631 1.742 1.897
H: 2.601 -0.451 -2.648
H: 4.876 -0.121 -1.892


- Which value of calculated total energy does entry 1 give?
  -6020.27445 Eh